91
Properties=species:S:1:pos:R:3 method="wB97M-V/def2-TZVPD" e_lumo_ha=-0.0569 total_charge=0 total_energy_ha=-4455.06360
Tl -0.069 -0.181 0.045
Cl -0.224 -3.509 8.578
C 0.040 -3.082 6.921
C 1.095 -3.652 6.228
C 1.310 -3.307 4.906
C 0.468 -2.403 4.273
C -0.599 -1.852 4.976
C -0.811 -2.181 6.301
C 0.628 -2.000 2.855
C -0.237 -2.606 1.938
C -0.970 -3.819 2.173
C -1.588 -4.135 1.007
C -1.272 -3.092 0.069
C -1.732 -3.020 -1.248
C -2.464 -4.195 -1.775
C -3.784 -4.459 -1.431
C -4.441 -5.553 -1.967
C -3.767 -6.393 -2.839
Cl -4.591 -7.748 -3.529
C -2.443 -6.158 -3.172
C -1.799 -5.057 -2.642
C -1.540 -1.955 -2.131
N -0.851 -0.809 -1.877
C -0.977 0.000 -2.965
C -0.361 1.249 -3.122
C -0.862 2.080 -4.243
C -1.790 3.075 -3.946
C -2.400 3.798 -4.954
C -2.063 3.533 -6.274
Cl -2.850 4.403 -7.546
C -1.118 2.568 -6.588
C -0.526 1.841 -5.570
C 0.641 1.754 -2.290
C 1.484 2.875 -2.581
C 2.410 2.946 -1.592
C 2.131 1.883 -0.665
N 1.061 1.179 -1.126
C 2.842 1.621 0.512
C 2.585 0.606 1.444
C 3.210 0.498 2.733
C 2.557 -0.476 3.417
C 1.549 -1.000 2.539
N 1.622 -0.350 1.341
C 3.932 2.569 0.861
C 5.260 2.238 0.615
C 6.278 3.121 0.931
C 5.962 4.345 1.498
Cl 7.224 5.461 1.874
C 4.645 4.689 1.764
C 3.637 3.798 1.442
C -1.783 -0.661 -3.951
C -2.109 -1.878 -3.449
N -0.439 -2.197 0.659
H 1.732 -4.372 6.714
H 2.123 -3.753 4.355
H -1.262 -1.164 4.474
H -1.640 -1.758 6.844
H -0.979 -4.367 3.095
H -2.211 -4.980 0.796
H -4.299 -3.798 -0.750
H -5.469 -5.753 -1.713
H -1.928 -6.830 -3.841
H -0.768 -4.857 -2.892
H -2.048 3.259 -2.914
H -3.151 4.542 -4.728
H -0.871 2.368 -7.620
H 0.194 1.071 -5.807
H 1.389 3.499 -3.449
H 3.220 3.644 -1.511
H 4.022 1.105 3.083
H 2.740 -0.814 4.420
H 5.494 1.281 0.174
H 7.307 2.859 0.736
H 4.410 5.639 2.219
H 2.611 4.057 1.660
H -2.041 -0.254 -4.909
H -2.685 -2.653 -3.918
O 0.136 3.535 3.183
C -0.107 2.856 2.069
O 0.135 1.679 1.971
C -0.650 3.729 0.955
O -1.050 2.983 -0.159
C -2.368 2.460 -0.053
C -2.512 1.439 1.112
O -3.144 1.750 2.100
O -1.936 0.312 0.925
H 0.455 2.938 3.882
H 0.152 4.400 0.623
H -1.467 4.338 1.366
H -2.550 1.938 -0.994
H -3.093 3.275 0.074